{"formula": "C21H20BFNO7PS", "method": "ωB97M-V/def2-TZVPD", "de_lowest_kj_mol": 670.5, "orbital_gap_ev": 6.670, "max_force_ev_per_a": 4.409, "e_homo_ha": -0.32012, "smiles": "[H]/N=C\\Cc1cccc2c1C(=O)c1cc(B(O)OCC)cc([PH2]=S)c1C2=O.O=C1OC[C@@H](F)O1", "elements": ["C", "C", "O", "B", "O", "C", "C", "C", "P", "S", "C", "C", "C", "C", "O", "C", "C", "C", "C", "N", "C", "C", "C", "C", "C", "O", "H", "H", "H", "H", "H", "H", "H", "H", "H", "H", "H", "H", "H", "H", "H", "H", "H", "C", "C", "O", "C", "O", "O", "F", "H", "H", "H"], "coordinates": [[-2.11999, -1.04231, 4.31307], [-3.24910, -1.99477, 3.65158], [-3.03376, -3.40807, 3.99695], [-2.59260, -4.00331, 2.75639], [-3.42244, -4.91545, 2.01665], [-1.12751, -3.62902, 2.12051], [0.22585, -4.13264, 2.67926], [1.57746, -3.72717, 1.97558], [3.15491, -4.36479, 2.78569], [3.56246, -3.20412, 4.29153], [1.62310, -2.85563, 0.69485], [0.23051, -2.35317, 0.14671], [-1.09562, -2.73456, 0.85008], [0.14798, -1.45587, -1.18651], [-0.99310, -1.37745, -1.73165], [1.46257, -0.75423, -1.79014], [1.37807, 0.38908, -2.86783], [-0.00502, 0.97054, -3.41520], [0.06317, 2.50014, -3.89942], [0.73877, 3.46752, -3.31619], [2.72278, 0.97907, -3.43104], [4.09966, 0.45901, -2.89242], [4.14082, -0.64920, -1.79491], [2.82056, -1.29267, -1.23349], [2.92530, -2.43772, -0.10029], [4.07227, -2.94552, 0.04585], [-2.51226, 0.02858, 4.25851], [-1.15263, -1.13841, 3.69436], [-1.93570, -1.28497, 5.42305], [-4.27148, -1.64170, 4.03934], [-3.18643, -1.81052, 2.51069], [-3.55724, -4.57011, 1.10450], [0.25933, -4.81002, 3.61168], [2.81388, -5.66328, 3.34339], [4.23620, -4.60121, 1.88175], [-2.08007, -2.33172, 0.40986], [-0.28880, 0.35280, -4.35157], [-0.85265, 0.91815, -2.63111], [-0.56032, 2.79938, -4.82571], [1.21635, 3.05754, -2.49414], [2.76448, 1.78384, -4.23584], [5.11168, 0.84531, -3.25997], [5.14817, -1.01025, -1.40514], [-1.04908, 6.39046, -1.74133], [-1.66537, 5.61661, -0.62070], [-2.67997, 6.48059, -0.15123], [-3.06124, 7.21542, -1.23477], [-4.06991, 7.85532, -1.29132], [-2.15464, 7.12469, -2.24889], [-0.77413, 5.41481, 0.37985], [-0.27767, 7.08646, -1.39957], [-0.62174, 5.74285, -2.50908], [-2.10585, 4.66165, -0.92225]]}



{"formula": "C21H20BrN4O2Pt", "method": "ωB97M-V/def2-TZVPD", "spin_multiplicity": 5, "charge": 3, "de_lowest_kj_mol": 2.7, "orbital_gap_ev": [6.615, 4.610], "max_force_ev_per_a": 0.132, "e_homo_ha": [-0.60675, -0.60397], "elements": ["Pt", "O", "C", "C", "C", "C", "C", "C", "C", "O", "N", "N", "C", "C", "Br", "C", "C", "C", "C", "C", "C", "C", "H", "H", "H", "H", "H", "H", "H", "H", "H", "H", "H", "H", "H", "H", "N", "C", "C", "C", "C", "C", "N", "H", "H", "H", "H", "H", "H"], "coordinates": [[-0.66370, -0.28574, 0.81138], [0.74846, -3.98734, 1.68467], [1.24485, -4.51570, 0.61577], [2.01111, -5.71590, 0.76176], [2.48082, -6.35075, -0.35096], [2.20447, -5.81569, -1.62079], [1.46228, -4.61420, -1.76941], [1.00263, -3.93614, -0.68155], [0.23155, -2.63467, -0.82034], [-0.55043, -2.35010, 0.27100], [1.20927, -1.50390, -1.02989], [0.70251, -0.30387, -0.81585], [1.20453, 0.76897, -1.40421], [0.57752, 2.01987, -1.33487], [-1.14353, 2.06236, -0.54710], [1.19881, 3.12525, -1.93804], [0.88208, 4.47709, -2.09589], [1.83751, 5.23999, -2.85280], [1.64499, 6.56965, -3.10051], [0.49893, 7.19379, -2.59445], [-0.45196, 6.48228, -1.83637], [-0.27408, 5.15332, -1.58730], [0.15359, -3.22615, 1.40470], [2.16665, -6.09334, 1.76425], [3.04656, -7.26812, -0.26401], [2.55570, -6.32820, -2.50699], [1.25603, -4.25479, -2.77142], [-0.36994, -2.68261, -1.73905], [1.89002, -1.59645, -1.78048], [2.11005, 0.67421, -1.99760], [2.15001, 2.84397, -2.38320], [2.72007, 4.74099, -3.23327], [2.36443, 7.13470, -3.67613], [0.33885, 8.24823, -2.78434], [-1.32093, 6.99860, -1.45315], [-1.00888, 4.63413, -0.99648], [-3.51494, -1.43307, 1.52521], [-3.02083, -0.78010, 2.59220], [-3.78696, -0.60476, 3.76078], [-3.24268, 0.03997, 4.83331], [-1.91947, 0.52160, 4.77314], [-1.22529, 0.34607, 3.62190], [-1.76340, -0.28011, 2.52439], [-4.43860, -1.82936, 1.57802], [-2.91446, -1.76336, 0.78844], [-4.79251, -1.00114, 3.79163], [-3.82577, 0.16926, 5.73553], [-1.45869, 1.01681, 5.61437], [-0.20723, 0.69449, 3.51401]]}



{"formula": "C21H20BrN4O2Pt", "method": "ωB97M-V/def2-TZVPD", "spin_multiplicity": 5, "charge": 3, "de_lowest_kj_mol": 42.8, "orbital_gap_ev": [7.194, 5.173], "max_force_ev_per_a": 0.618, "e_homo_ha": [-0.61892, -0.61847], "elements": ["Pt", "O", "C", "C", "C", "C", "C", "C", "C", "O", "N", "N", "C", "C", "Br", "C", "C", "C", "C", "C", "C", "C", "H", "H", "H", "H", "H", "H", "H", "H", "H", "H", "H", "H", "H", "H", "N", "C", "C", "C", "C", "C", "N", "H", "H", "H", "H", "H", "H"], "coordinates": [[-1.15404, 0.25006, 0.81496], [-2.52308, -1.13903, 3.55762], [-1.57143, -1.95373, 3.89845], [-1.97486, -3.24306, 4.37307], [-1.03335, -4.10666, 4.84233], [0.32147, -3.71535, 4.83957], [0.72168, -2.44827, 4.34963], [-0.18480, -1.56627, 3.83744], [0.25144, -0.19797, 3.31436], [-0.75073, 0.57137, 2.76243], [1.35147, -0.30345, 2.31164], [1.11065, 0.21853, 1.13366], [2.09076, 0.54623, 0.32113], [1.86316, 1.22490, -0.88843], [0.09150, 1.73961, -1.26838], [2.96236, 1.60192, -1.66929], [3.10934, 2.27585, -2.88642], [2.07153, 2.54551, -3.83362], [2.35494, 3.24026, -4.97326], [3.66662, 3.69083, -5.21736], [4.71079, 3.41985, -4.32697], [4.44411, 2.70662, -3.19095], [-2.15075, -0.23415, 3.40691], [-3.03492, -3.45997, 4.39844], [-1.31456, -5.07017, 5.24440], [1.07447, -4.39610, 5.21504], [1.77515, -2.19782, 4.39059], [0.68999, 0.33109, 4.17169], [2.31491, -0.40289, 2.61548], [3.12056, 0.33316, 0.59795], [3.90310, 1.33256, -1.19536], [1.07540, 2.16172, -3.68243], [1.58073, 3.43544, -5.70182], [3.87330, 4.24433, -6.12520], [5.71305, 3.76200, -4.54265], [5.23916, 2.48341, -2.49065], [-3.87601, 1.40197, -0.32448], [-3.58524, 0.22961, -0.91293], [-4.41881, -0.28517, -1.92879], [-4.11522, -1.47631, -2.51495], [-2.97096, -2.19554, -2.10470], [-2.19822, -1.66409, -1.12887], [-2.48014, -0.45500, -0.53234], [-4.69974, 1.90933, -0.60426], [-3.36856, 1.76007, 0.46623], [-5.29770, 0.27567, -2.21610], [-4.75657, -1.87192, -3.29148], [-2.70946, -3.14439, -2.54809], [-1.31249, -2.16459, -0.76326]]}



{"formula": "C21H20ClIN5O3SSn", "method": "ωB97M-V/def2-TZVPD", "charge": 3, "de_lowest_kj_mol": 5.8, "orbital_gap_ev": 4.425, "max_force_ev_per_a": 0.904, "e_homo_ha": -0.59533, "elements": ["Sn", "Cl", "C", "C", "C", "I", "C", "O", "C", "N", "C", "C", "C", "C", "H", "H", "H", "H", "C", "N", "C", "C", "O", "H", "H", "H", "H", "H", "H", "H", "S", "C", "C", "N", "C", "H", "H", "H", "N", "C", "O", "C", "C", "C", "C", "N", "C", "H", "H", "H", "H", "H", "H"], "coordinates": [[0.55757, 0.05229, 0.40068], [1.06022, 6.81890, -3.44434], [1.31379, 5.45784, -2.53578], [2.59393, 5.27729, -1.96450], [2.85648, 4.21273, -1.16130], [4.67432, 3.95980, -0.28309], [1.79162, 3.17764, -0.88212], [1.99811, 2.25485, -0.13052], [0.47069, 3.36548, -1.57108], [-0.43421, 2.42373, -1.37161], [-1.63672, 2.57267, -1.93926], [-1.97836, 3.67360, -2.71387], [-1.03357, 4.65857, -2.91916], [0.23484, 4.50271, -2.34963], [3.35975, 6.01537, -2.16558], [-2.35758, 1.78457, -1.75846], [-2.96781, 3.75576, -3.14256], [-1.26479, 5.53514, -3.51014], [1.52226, -3.71547, -1.84748], [2.79988, -3.00525, -1.94403], [3.91020, -3.58656, -2.72376], [2.94937, -1.85078, -1.35812], [2.04634, -1.27400, -0.68401], [1.65347, -4.74269, -2.16932], [0.77568, -3.23615, -2.48148], [1.16559, -3.70388, -0.82010], [3.56461, -4.48746, -3.21836], [4.74345, -3.84517, -2.07354], [4.25306, -2.88626, -3.48217], [3.92913, -1.38274, -1.47499], [1.37210, 0.79597, 5.20124], [-0.12611, 1.44693, 4.70192], [-0.40104, 1.06746, 3.43226], [0.56526, 0.26600, 2.85651], [1.55767, 0.05380, 3.69529], [-0.71849, 2.06728, 5.35589], [-1.29049, 1.32362, 2.87381], [2.41577, -0.55736, 3.45330], [-3.23977, -3.13557, 4.36232], [-3.96647, -3.08936, 3.22092], [-5.12275, -3.42430, 3.13614], [-3.26864, -2.58522, 1.97371], [-3.78955, -2.98729, 0.75116], [-3.18187, -2.56516, -0.42081], [-2.07518, -1.74541, -0.32356], [-1.59094, -1.31522, 0.84957], [-2.18434, -1.72598, 1.97971], [-3.68494, -3.51646, 5.18297], [-2.25715, -2.94338, 4.40669], [-4.66694, -3.62136, 0.73355], [-3.56600, -2.86253, -1.38656], [-1.55047, -1.41146, -1.21527], [-1.78097, -1.31750, 2.89888]]}



{"formula": "C21H20ClN3O5S", "method": "ωB97M-V/def2-TZVPD", "de_lowest_kj_mol": 23.2, "orbital_gap_ev": 8.626, "max_force_ev_per_a": 1.063, "e_homo_ha": -0.33038, "smiles": "Cc1cc(C(=O)OCC(=O)Nc2cc(S(=O)(=O)N(C)C)ccc2Cl)c2ccccc2n1", "elements": ["C", "C", "N", "C", "C", "C", "C", "C", "C", "C", "C", "H", "C", "O", "O", "C", "H", "C", "O", "N", "C", "C", "C", "C", "C", "C", "Cl", "H", "H", "S", "O", "O", "N", "C", "H", "H", "H", "C", "H", "H", "H", "H", "H", "H", "H", "H", "H", "H", "H", "H", "H"], "coordinates": [[-6.58745, -1.18039, 0.65530], [-5.25741, -0.60591, 0.28738], [-5.22861, 0.62019, -0.15961], [-4.05227, 1.18163, -0.49693], [-4.06094, 2.51573, -0.95421], [-2.89215, 3.13480, -1.29840], [-1.67064, 2.45113, -1.20036], [-1.62808, 1.15455, -0.76519], [-2.81347, 0.48402, -0.40931], [-2.87227, -0.85407, 0.07029], [-4.08751, -1.38618, 0.42598], [-4.15661, -2.39808, 0.79415], [-1.64492, -1.67347, 0.18378], [-0.69977, -1.64349, -0.56989], [-1.68192, -2.49194, 1.24690], [-0.48506, -3.22626, 1.46184], [-0.57043, -3.63725, 2.46941], [0.70676, -2.25435, 1.38489], [0.67687, -1.19592, 1.96282], [1.74997, -2.71738, 0.64041], [2.82184, -1.96097, 0.17745], [3.16743, -0.72484, 0.71797], [4.17608, 0.01881, 0.14091], [4.89353, -0.44463, -0.94358], [4.60263, -1.69838, -1.45673], [3.57061, -2.43828, -0.90720], [3.19268, -3.98767, -1.58557], [5.16107, -2.09533, -2.29004], [5.67389, 0.17123, -1.35932], [4.46093, 1.68966, 0.75058], [5.60038, 2.21745, 0.06106], [4.45798, 1.68341, 2.18038], [3.12862, 2.55030, 0.24072], [1.90987, 2.35444, 0.98543], [2.18393, 2.21971, 2.02819], [1.28479, 3.24347, 0.89126], [1.34193, 1.48329, 0.63925], [2.98530, 2.63118, -1.18972], [2.39886, 3.51451, -1.44465], [2.49474, 1.74285, -1.60915], [3.98246, 2.73090, -1.61088], [2.64749, -0.34649, 1.58066], [1.62886, -3.58726, 0.13305], [-0.40300, -4.03056, 0.72321], [-0.68812, 0.63081, -0.69564], [-0.75643, 2.95814, -1.47168], [-2.89989, 4.15765, -1.64511], [-5.01237, 3.02018, -1.01281], [-7.36192, -0.43625, 0.49760], [-6.58798, -1.48774, 1.69960], [-6.80030, -2.05695, 0.04549]]}